--- i ---
Density functional theory data (ωB97M-V with the def2-TZVPD basis set) for a cluster of 2 separate species, C3H11N in total.

```
15
C3H11N ωB97M-V with the def2-TZVPD basis set
C 1.165 -2.544 -1.530
H 1.790 -2.762 -2.393
H 1.730 -1.920 -0.839
H 0.967 -3.479 -1.016
H 0.261 -1.983 -1.782
C -1.263 1.776 0.064
C -0.760 0.532 0.769
N 0.683 0.559 1.079
H -0.679 1.959 -0.842
H -2.286 1.641 -0.283
H -1.233 2.656 0.713
H -1.284 0.399 1.713
H -1.002 -0.362 0.183
H 1.175 -0.143 0.539
H 1.091 1.432 0.759
```

Calculated values
LUMO level, hartree: 0.038
Net charge: 0
HOMO-LUMO gap, Eh: 0.3778
SMILES: CCN.C

=====

--- ii ---
Density functional theory data (ωB97M-V with the def2-TZVPD basis set) for a cluster of 2 separate species, C3H11N in total.

```
15
C3H11N ωB97M-V with the def2-TZVPD basis set
C 1.685 3.588 2.903
C 2.862 3.037 3.884
H 2.259 4.285 2.342
H 0.762 3.917 3.499
H 1.197 2.853 2.242
H 3.807 3.473 3.508
H 2.698 3.402 4.932
H 2.833 1.957 3.780
C -2.586 -3.940 -3.226
N -2.558 -3.872 -4.826
H -3.318 -4.627 -3.032
H -2.843 -2.982 -2.696
H -1.726 -4.430 -2.922
H -3.348 -3.260 -5.121
H -1.723 -3.401 -5.266
```

Calculated values
LUMO level, hartree: 0.047
Net charge: 0
HOMO-LUMO gap, Eh: 0.3933
SMILES: CC.CN

=====

--- iii ---
Density functional theory data (ωB97M-V with the def2-TZVPD basis set) for a cluster of 2 separate species, C3H11N in total.

```
15
C3H11N ωB97M-V with the def2-TZVPD basis set
C 3.198 -1.323 -0.620
H 2.853 -1.881 -1.486
H 3.439 -2.045 0.149
H 2.377 -0.757 -0.205
H 4.015 -0.609 -0.745
C -0.048 0.340 -0.016
N -1.265 0.247 0.786
C -2.395 0.839 0.017
H 0.120 1.262 -0.581
H 0.831 0.398 0.645
H -0.040 -0.539 -0.676
H -1.127 0.732 1.666
H -2.036 1.653 -0.626
H -3.239 1.071 0.665
H -2.773 0.052 -0.615
```

Calculated values
LUMO level, hartree: 0.041
Net charge: 0
HOMO-LUMO gap, Eh: 0.3696
SMILES: CNC.C

=====

Most stable: i. Least stable: ii.

=====

--- i ---
Density functional theory data (ωB97M-V with the def2-TZVPD basis set) for a cluster of 2 separate species, C3H11N in total.

```
15
C3H11N ωB97M-V with the def2-TZVPD basis set
C 3.584 -2.638 0.734
H 2.765 -3.019 1.323
H 4.427 -3.298 0.762
H 3.257 -2.446 -0.281
H 3.990 -1.750 1.216
C -2.563 1.990 -0.908
C -1.233 1.432 -0.407
N -1.290 0.043 0.060
H -2.903 1.305 -1.719
H -2.564 3.074 -1.077
H -3.383 1.835 -0.173
H -0.875 2.106 0.399
H -0.581 1.490 -1.310
H -2.137 0.029 0.713
H -0.495 -0.153 0.670
```

Calculated values
LUMO level, hartree: 0.036
Net charge: 0
HOMO-LUMO gap, Eh: 0.3836
SMILES: CCN.C

=====

--- ii ---
Density functional theory data (ωB97M-V with the def2-TZVPD basis set) for a cluster of 2 separate species, C3H11N in total.

```
15
C3H11N ωB97M-V with the def2-TZVPD basis set
C -0.263 5.927 2.357
H 0.535 5.506 1.737
H -0.368 5.373 3.290
H 0.120 6.906 2.612
H -1.154 5.984 1.736
C -0.196 -2.158 -1.990
C 0.312 -2.806 -0.674
N 0.385 -4.269 -0.925
H 0.141 -2.828 -2.775
H 0.174 -1.137 -2.113
H -1.283 -2.065 -1.876
H -0.183 -2.647 0.285
H 1.337 -2.398 -0.700
H 0.986 -4.771 -0.278
H -0.544 -4.617 -0.686
```

Calculated values
LUMO level, hartree: 0.044
Net charge: 0
HOMO-LUMO gap, Eh: 0.3924
SMILES: CCN.C

=====

Most stable: i. Least stable: ii.

=====

--- i ---
Density functional theory data (ωB97M-V with the def2-TZVPD basis set) for a cluster of 2 separate species, C5H14 in total.

```
19
C5H14 ωB97M-V with the def2-TZVPD basis set
C 0.556 2.557 1.102
C 0.806 2.211 -0.357
H 1.435 2.344 1.723
H 0.303 3.600 1.306
H -0.269 1.944 1.445
H -0.092 2.231 -0.963
H 1.210 1.188 -0.330
H 1.643 2.751 -0.803
C -0.830 -2.062 -0.063
C 0.286 -1.463 0.772
C -0.931 -1.489 -1.478
H -1.791 -1.990 0.462
H -0.673 -3.149 -0.176
H 0.931 -2.106 1.399
H 0.948 -0.882 0.137
H 0.034 -1.364 -1.969
H -1.383 -0.491 -1.456
H -0.025 -0.774 1.558
H -1.557 -2.103 -2.145
```

Calculated values
LUMO level (spin up / spin down), hartree: 0.155 / 0.153
Expectation value of S²: 0.75
Spin multiplicity: 2
Net charge: -1
HOMO-LUMO gap (spin up / spin down), Eh: 0.0972 / 0.4324

=====

--- ii ---
Density functional theory data (ωB97M-V with the def2-TZVPD basis set) for a cluster of 2 separate species, C5H14 in total.

```
19
C5H14 ωB97M-V with the def2-TZVPD basis set
C 1.825 -1.388 -0.213
C 0.842 -1.540 0.939
C 2.467 -0.015 -0.280
H 2.596 -2.167 -0.134
H 1.414 -1.663 -1.191
H -0.087 -1.077 0.610
H 3.321 0.100 0.395
H 2.914 0.221 -1.254
H 1.774 0.803 -0.084
H 0.630 -2.611 1.023
H 1.208 -1.099 1.861
C -1.785 0.761 -0.167
C -2.897 1.843 -0.311
H -1.915 0.362 0.843
H -1.933 -0.045 -0.881
H -0.836 1.299 -0.205
H -2.921 2.417 0.615
H -3.853 1.315 -0.389
H -2.763 2.485 -1.176
```

Calculated values
LUMO level (spin up / spin down), hartree: 0.153 / 0.151
Expectation value of S²: 0.75
Spin multiplicity: 2
Net charge: -1
HOMO-LUMO gap (spin up / spin down), Eh: 0.0975 / 0.4351

=====

--- iii ---
Density functional theory data (ωB97M-V with the def2-TZVPD basis set) for a cluster of 2 separate species, C5H14 in total.

```
19
C5H14 ωB97M-V with the def2-TZVPD basis set
C 1.030 0.083 -1.144
C -0.287 0.727 -0.945
C 1.457 0.340 -2.602
H 1.710 0.497 -0.353
H 0.906 -1.000 -0.656
H -1.110 0.838 -1.831
H 0.531 0.465 -3.190
H 1.880 1.340 -2.697
H -0.202 1.707 -0.492
H -0.939 0.155 -0.111
H 2.082 -0.428 -3.075
C -0.152 -0.703 2.377
C -1.650 -0.497 1.852
H -0.159 -0.475 3.409
H 0.198 -1.773 2.225
H 0.591 0.088 1.942
H -2.239 -1.375 2.310
H -1.912 0.412 2.250
H -1.735 -0.402 0.729
```

Calculated values
LUMO level (spin up / spin down), hartree: 0.150 / 0.147
Expectation value of S²: 0.75
Spin multiplicity: 2
Net charge: -1
HOMO-LUMO gap (spin up / spin down), Eh: 0.0946 / 0.3930

=====

--- iv ---
Density functional theory data (ωB97M-V with the def2-TZVPD basis set) for a cluster of 2 separate species, C5H14 in total.

```
19
C5H14 ωB97M-V with the def2-TZVPD basis set
C -0.512 0.011 1.124
C -0.518 -0.436 2.612
C -1.826 0.698 0.736
H 0.303 0.714 0.944
H -0.318 -0.818 0.444
H -1.469 -0.198 3.076
H -2.034 1.473 1.482
H 0.269 0.094 3.117
H -0.228 -1.486 2.682
H -1.773 1.118 -0.268
H -2.666 -0.001 0.792
C 1.712 0.507 -1.775
C 1.011 -0.720 -2.381
H 0.964 1.255 -1.579
H 2.170 0.204 -0.832
H 2.470 0.865 -2.442
H -0.081 -0.754 -2.310
H 1.173 -0.858 -3.459
H 1.354 -1.669 -1.963
```

Calculated values
LUMO level (spin up / spin down), hartree: 0.153 / 0.153
Expectation value of S²: 0.75
Spin multiplicity: 2
Net charge: -1
HOMO-LUMO gap (spin up / spin down), Eh: 0.0963 / 0.4380

=====

Most stable: ii. Least stable: iii.

=====

--- i ---
Density functional theory data (ωB97M-V with the def2-TZVPD basis set) for the molecule C17H26N2O3.

```
48
C17H26N2O3 ωB97M-V with the def2-TZVPD basis set
C -4.140 -1.646 3.524
C -3.604 -0.622 2.531
C -3.413 -1.234 1.145
C -2.974 -0.225 0.082
H -3.041 -0.698 -0.899
H -3.651 0.631 0.099
C -1.532 0.255 0.273
C -0.584 -0.894 -0.038
O -0.829 -1.720 -0.897
N 0.564 -0.972 0.690
C 1.103 0.043 1.573
H 0.630 1.003 1.376
C 2.614 0.182 1.311
N 2.881 -0.033 -0.094
C 2.969 1.061 -0.897
O 2.847 2.193 -0.451
C 3.275 0.864 -2.321
C 3.163 1.801 -3.319
C 3.637 1.186 -4.496
C 4.015 -0.072 -4.131
O 3.801 -0.278 -2.826
H 4.435 -0.884 -4.691
H 3.695 1.618 -5.473
H 2.783 2.795 -3.204
C 2.627 -1.390 -0.535
H 3.542 -1.990 -0.476
C 1.524 -2.001 0.348
H 0.999 -2.783 -0.201
H 1.935 -2.420 1.270
H 2.283 -1.379 -1.569
H 3.190 -0.547 1.887
H 2.946 1.188 1.569
H 0.928 -0.233 2.622
H -1.402 0.588 1.304
C -1.184 1.410 -0.686
C -1.783 2.741 -0.250
H -2.868 2.696 -0.224
H -1.491 3.525 -0.945
H -1.426 3.016 0.741
H -0.098 1.523 -0.749
H -1.540 1.149 -1.684
H -4.361 -1.675 0.829
H -2.679 -2.041 1.197
H -4.303 0.215 2.462
H -2.656 -0.231 2.905
H -5.103 -2.030 3.194
H -3.452 -2.484 3.615
H -4.268 -1.199 4.508
```

Calculated values
LUMO level, hartree: 0.026
Net charge: 0
HOMO-LUMO gap, Eh: 0.3567
SMILES: CCCC[C@H](CC)C(=O)N1CCN(C(=O)c2ccco2)CC1

=====

--- ii ---
Density functional theory data (ωB97M-V with the def2-TZVPD basis set) for a structure of composition C17H26N2O3.

```
48
C17H26N2O3 ωB97M-V with the def2-TZVPD basis set
C -1.321 -2.198 1.863
H -1.971 -1.512 2.136
H -1.330 -3.047 2.285
H -0.334 -1.822 1.982
C -1.499 -2.603 0.125
C -0.563 -3.538 -0.167
H -0.784 -4.537 0.428
H -0.613 -3.572 -1.416
H 0.453 -3.119 -0.068
C -1.391 -1.136 -0.514
N -2.572 -0.014 -0.115
C -3.814 -0.137 -0.857
O -3.972 -1.207 -1.750
C -4.636 0.871 -0.231
C -5.954 1.024 -0.792
C -6.462 2.088 0.253
C -5.313 2.277 0.998
O -4.336 1.588 0.798
H -5.134 3.297 1.640
H -7.381 2.639 0.211
H -6.530 0.510 -1.515
H -2.399 0.594 0.702
H -1.534 -1.194 -1.519
C -0.192 -0.286 -0.043
O -0.089 0.720 0.373
N 1.003 -0.717 -0.964
H 0.776 -1.644 -1.643
C 2.308 -0.034 -0.865
C 2.187 1.265 -1.054
H 1.673 1.394 -1.980
C 3.678 1.947 -1.515
C 4.396 2.327 -0.366
C 4.268 1.572 1.059
C 4.201 -0.110 0.807
C 2.789 -0.592 0.561
H 2.874 -1.412 0.701
H 2.161 -0.116 1.129
H 4.900 -0.240 0.286
H 4.571 -0.420 1.755
H 3.188 1.949 1.619
H 5.127 1.718 1.884
H 3.974 3.450 0.209
H 5.392 2.344 -0.462
H 3.541 2.516 -2.153
H 4.142 1.109 -2.023
H 1.961 1.791 -0.363
H 2.958 -0.823 -1.545
H -2.398 -2.959 0.117
```

Calculated values
LUMO level, hartree: 0.012
Net charge: 0
HOMO-LUMO gap, Eh: 0.3237

=====

--- iii ---
Density functional theory data (ωB97M-V with the def2-TZVPD basis set) for the molecule C17H26N2O3.

```
48
C17H26N2O3 ωB97M-V with the def2-TZVPD basis set
C -0.267 -3.690 1.479
O -0.556 -2.464 2.111
C -1.269 -1.489 1.474
C -1.517 -0.367 2.259
C -2.203 0.728 1.771
C -2.705 0.712 0.481
C -2.482 -0.411 -0.302
C -1.747 -1.498 0.150
O -1.454 -2.568 -0.657
C -1.626 -2.410 -2.050
H -2.684 -2.454 -2.329
H -1.105 -3.253 -2.503
H -1.189 -1.471 -2.403
H -2.869 -0.421 -1.307
C -3.395 1.910 -0.112
H -4.392 1.645 -0.469
H -3.503 2.683 0.652
C -2.579 2.466 -1.295
N -1.170 2.547 -0.987
C -0.311 1.569 -1.427
O -0.573 0.829 -2.357
N 0.892 1.567 -0.793
H 1.002 2.084 0.063
C 1.930 0.611 -1.120
C 3.311 1.252 -0.968
C 3.668 1.507 0.496
C 3.565 0.222 1.313
C 2.166 -0.376 1.198
C 1.830 -0.658 -0.263
H 2.526 -1.400 -0.661
H 0.821 -1.058 -0.347
H 2.105 -1.301 1.773
H 1.429 0.313 1.618
H 3.800 0.428 2.359
H 4.296 -0.500 0.941
H 4.683 1.905 0.555
H 3.000 2.261 0.919
H 4.051 0.577 -1.403
H 3.339 2.189 -1.529
H 1.756 0.344 -2.168
H -0.943 3.010 -0.120
H -2.947 3.459 -1.571
H -2.656 1.807 -2.162
H -2.353 1.590 2.406
H -1.132 -0.376 3.267
H 0.408 -3.560 0.630
H 0.223 -4.293 2.243
H -1.174 -4.196 1.142
```

Calculated values
LUMO level, hartree: 0.029
Net charge: 0
HOMO-LUMO gap, Eh: 0.3183
SMILES: COc1ccc(CCNC(=O)NC2CCCCC2)cc1OC

=====

Most stable: iii. Least stable: ii.

=====

--- i ---
Density functional theory data (ωB97M-V with the def2-TZVPD basis set) for the ion C5H10NO2 with charge +1.

```
18
C5H10NO2 ωB97M-V with the def2-TZVPD basis set
O 1.741 0.924 -2.194
C 1.994 0.116 -1.308
C 0.987 0.210 -0.137
C -0.075 -0.902 -0.393
C -0.967 -1.189 0.834
C -2.052 -0.173 1.237
O -2.044 0.993 1.048
N 0.376 1.553 -0.203
H 2.614 -0.634 -1.444
H 1.448 0.097 0.832
H -0.659 -0.706 -1.302
H 0.375 -1.815 -0.765
H -1.419 -2.195 0.799
H -0.234 -1.348 1.684
H -2.698 -0.543 1.938
H -0.617 1.642 0.338
H 0.131 1.900 -1.208
H 1.099 2.070 0.245
```

Calculated values
LUMO level, hartree: -0.135
Net charge: +1
HOMO-LUMO gap, Eh: 0.4065
SMILES: [NH3+][C@H](C=O)CCC=O

=====

--- ii ---
Density functional theory data (ωB97M-V with the def2-TZVPD basis set) for the ion C5H10NO2 with charge +1.

```
18
C5H10NO2 ωB97M-V with the def2-TZVPD basis set
C -1.439 1.350 0.690
C -0.813 -0.006 -1.438
C -0.610 0.198 0.138
C 0.912 -0.605 2.028
C 0.796 0.154 0.750
N 0.339 -0.491 -2.247
O -2.013 2.124 -0.047
O -1.325 -0.907 -0.471
H -1.678 1.387 1.824
H -1.529 0.421 -1.952
H 0.005 -1.126 2.382
H 1.492 -0.002 2.751
H 1.539 -1.452 1.969
H 1.470 -0.229 0.030
H 1.075 1.212 0.809
H 0.150 -0.405 -3.257
H 0.392 -1.503 -1.944
H 1.239 -0.119 -2.015
```

Calculated values
LUMO level, hartree: -0.144
Net charge: +1
HOMO-LUMO gap, Eh: 0.3701
SMILES: CC[C@]1(C=O)O[C@@H]1[NH3+]

=====

Most stable: i. Least stable: ii.

=====

--- i ---
Density functional theory data (ωB97M-V with the def2-TZVPD basis set) for the ion C5H10NO2 with charge +1.

```
18
C5H10NO2 ωB97M-V with the def2-TZVPD basis set
O 0.200 -1.286 1.793
C 0.347 -0.132 1.472
O -0.271 0.937 2.048
C 1.493 0.273 0.676
C 0.906 1.242 -0.530
C -0.252 0.594 -1.054
C -0.292 -0.433 -1.871
N -1.681 -1.027 -2.248
H -0.883 0.637 2.766
H 2.260 0.825 1.211
H 1.830 -0.620 0.063
H 0.624 2.046 0.134
H 1.684 1.324 -1.309
H -1.134 0.954 -0.555
H 0.551 -0.973 -2.318
H -2.224 -1.096 -1.424
H -1.500 -1.845 -2.768
H -2.081 -0.530 -2.948
```

Calculated values
LUMO level, hartree: -0.134
Net charge: +1
HOMO-LUMO gap, Eh: 0.3724
SMILES: [NH3+]/C=C/CCC(=O)O

=====

--- ii ---
Density functional theory data (ωB97M-V with the def2-TZVPD basis set) for the ion C5H10NO2 with charge +1.

```
18
C5H10NO2 ωB97M-V with the def2-TZVPD basis set
O -1.210 -1.165 1.784
C -1.007 -0.177 1.147
O -1.323 1.021 1.669
C -0.446 0.086 -0.229
C 1.145 0.157 -0.337
C 1.542 -0.531 -1.550
C 2.697 -1.239 -1.622
N -1.097 1.251 -0.759
H -1.799 1.044 2.574
H -0.790 -0.786 -0.880
H 1.431 1.231 -0.313
H 1.716 -0.088 0.511
H 0.946 -0.357 -2.447
H 2.962 -1.851 -2.426
H 3.668 -1.297 -1.069
H -0.606 1.495 -1.681
H -2.194 1.100 -0.812
H -0.973 2.133 -0.227
```

Calculated values
LUMO level, hartree: -0.145
Net charge: +1
HOMO-LUMO gap, Eh: 0.3470
SMILES: C=CC[C@H]([NH3+])C(=O)O

=====

Most stable: i. Least stable: ii.